The following is a quantum chemistry calculation of a molecular structure, C34H46ClF3HfO3P4, from the Open Molecules 2025 dataset.

Structure (ORCA input):
```
! wB97M-V def2-TZVPD RIJCOSX def2/J DEFGRID3
* xyz 2 1
P 1.50829 1.06773 -2.60435
C 3.17144 1.43879 -2.44388
C 4.03487 0.87681 -3.41888
H 3.66664 0.07479 -4.06107
C 5.34704 1.35509 -3.50431
H 6.00744 0.93767 -4.27134
C 5.84699 2.34638 -2.64300
H 6.87464 2.74351 -2.78243
C 4.98621 2.83118 -1.64304
H 5.38108 3.58021 -0.96087
C 3.67089 2.39314 -1.52541
H 3.03251 2.72564 -0.71798
C 1.03408 -0.57162 -2.95261
C 1.73096 -1.72918 -2.49289
H 2.60131 -1.61208 -1.83872
C 1.26936 -2.98835 -2.85227
H 1.77144 -3.87887 -2.46186
C 0.16763 -3.16740 -3.69060
H -0.18883 -4.15826 -3.96492
C -0.45407 -2.03420 -4.21937
H -1.29495 -2.14476 -4.90559
C -0.04555 -0.73257 -3.89534
H -0.53914 0.14332 -4.32145
C 0.40732 2.34800 -3.05107
C 0.80360 3.11516 -4.18311
H 1.78430 2.92564 -4.64515
C -0.05921 4.09767 -4.68279
H 0.26026 4.68917 -5.54619
C -1.30145 4.37221 -4.08417
H -1.95611 5.16126 -4.50273
C -1.65554 3.63606 -2.94820
H -2.59624 3.86094 -2.44745
C -0.83192 2.64766 -2.43855
H -1.10616 2.18620 -1.49841
Hf 0.53941 0.21725 2.10160
C -1.20136 -1.46699 1.87025
C -1.87987 -1.50107 0.69347
H -1.44442 -2.17505 2.67485
C -1.46301 -0.56453 -0.45691
O -2.64481 -0.11734 -1.24225
H -2.33024 0.68980 -1.75635
C -0.63911 0.55553 0.05120
H -0.75382 -1.08596 -1.16731
C 0.34922 1.37224 0.44043
Cl 2.44849 1.61906 2.25380
P -1.32586 2.27680 2.35144
P 1.95507 -2.02372 1.92602
C -0.87268 3.26338 3.79603
H 0.20962 3.42967 3.78543
H -1.12966 2.73219 4.71657
H -1.39158 4.22585 3.74605
C -1.70388 3.52954 1.09350
H -2.43489 3.14034 0.37386
H -0.80672 3.81921 0.54063
H -2.11950 4.40981 1.59314
C -2.98604 1.63550 2.71330
H -2.97547 1.03705 3.62718
H -3.30932 0.98938 1.89140
H -3.69246 2.46480 2.81442
C 2.78943 -2.20533 3.54146
H 2.17884 -2.80628 4.22127
H 2.90111 -1.22688 4.01938
H 3.77219 -2.66737 3.40198
C 1.23114 -3.67345 1.61699
H 0.85054 -3.71799 0.59008
H 0.37945 -3.84090 2.28299
H 1.96636 -4.47456 1.75501
C 3.35169 -2.02195 0.76491
H 3.53171 -0.99402 0.41939
H 3.10759 -2.66237 -0.09380
H 4.25590 -2.40400 1.26271
P -3.29618 -2.59708 0.33532
C -3.59394 -3.48603 1.88360
C -2.72645 -3.67444 -0.95033
H -3.52248 -2.78960 2.74688
H -2.89652 -4.35013 1.96463
H -4.63541 -3.86005 1.80720
H -2.47744 -3.10206 -1.84574
H -3.54956 -4.34411 -1.19367
H -1.87943 -4.28583 -0.62217
C -4.75248 -1.68219 -0.09298
H -5.17163 -1.18905 0.79311
H -5.47544 -2.40801 -0.47356
H -4.48533 -0.99130 -0.89269
H 0.51559 2.40436 -0.07064
F -1.70049 0.95097 6.16589
C -1.08128 -0.28161 6.20887
F -0.84886 -0.58858 7.51381
F -1.93491 -1.22097 5.66743
C 0.19357 -0.28779 5.27733
O 1.26264 -0.66674 5.72181
O 0.01388 0.13568 4.04173
*
```

The HOMO energy (spin up / spin down) comes out at -11.5417 / -11.5427 eV. The energy is -101267.2661 eV. For the orbital gap (spin up / spin down), the calculation gives 3.4657 / 3.4687 eV.